[1]
34
Properties=species:S:1:pos:R:3 method="wB97M-V/def2-TZVPD" e_homo_ev=-10.26 total_charge=0 energy_ev=-43487.018 e_above_lowest_kcal_mol=0.00 smiles="O=[N+]([O-])c1ccccc1.O=[N+]([O-])c1ccccc1.O=C(O)OCl" orbital_gap_ev=9.534
C 2.7022 2.3152 1.5243
C -3.5454 0.7300 -0.4923
H -2.0505 3.0138 -2.4874
O -0.4187 3.5387 0.3870
H -1.2956 -1.1943 -2.1585
C -2.2724 2.0518 -2.0453
C -1.5624 0.9266 -2.4418
H -4.3083 0.6296 0.2653
C 2.2039 -4.9186 -0.1391
H 3.2039 3.2617 1.6554
O 1.3798 4.5803 0.9357
H -3.8051 2.8348 -0.7642
C 1.3522 -0.0950 1.1662
C -2.8233 -0.3758 -0.9022
H 0.8398 -1.0401 1.0408
H 4.3480 1.1238 2.1896
C 0.7073 1.0973 0.8667
O -3.9807 -1.7336 0.5628
C -3.2597 1.9542 -1.0741
O 2.4827 -5.9282 0.4018
H -0.7926 1.0061 -3.1974
O -2.4242 -2.6238 -0.6293
O 0.9576 -4.6690 -0.7017
H 3.3179 -3.4694 0.4185
O 3.0461 -3.8907 -0.4021
C 2.6562 -0.0809 1.6428
H 3.1507 -1.0126 1.8875
C -1.8349 -0.3052 -1.8677
C 1.4005 2.2796 1.0581
N -3.1048 -1.6804 -0.2756
H -0.3087 1.1137 0.4971
Cl -0.0901 -4.0743 0.4756
C 3.3323 1.1182 1.8184
N 0.7336 3.5656 0.7695


[2]
10
Properties=species:S:1:pos:R:3 method="wB97M-V/def2-TZVPD" e_homo_ev=-9.10 total_charge=0 energy_ev=-7754.149 e_above_lowest_kcal_mol=36.36 orbital_gap_ev=8.884
C 0.4235 2.0764 -0.4720
C 0.3574 2.3201 0.9112
C 0.1646 1.0033 0.2119
C 1.2306 -1.1700 0.0489
H 1.0734 -2.2483 -0.0498
H -0.7815 -0.9989 0.4851
C 3.4122 -0.1137 -0.4858
H 0.8078 2.3234 -1.4160
C 0.1154 -0.3962 0.2534
N 2.3640 -0.6030 -0.2616


[3]
64
Properties=species:S:1:pos:R:3 method="wB97M-V/def2-TZVPD" e_homo_ev=-8.24 total_charge=0 energy_ev=-258898.394 e_above_lowest_kcal_mol=42.25 orbital_gap_ev=7.239
C -5.1237 0.8682 4.0195
H -6.1173 1.1918 4.3035
H -2.5012 -2.6649 3.4080
C -0.1797 0.8161 3.1506
C 0.6668 -1.7105 4.1038
C 1.1411 -2.9017 4.6387
H -4.4908 0.5051 6.0390
N -0.6265 -1.0548 -2.4686
C -1.0018 -3.9211 4.2827
O -1.1027 -0.6941 1.5131
C -0.6452 -1.6182 3.6527
C 0.3101 -4.0088 4.7279
C -0.5134 -3.2608 -3.4013
C -2.5701 0.0233 3.2914
C 2.2356 -3.9967 0.7845
Sn 0.4306 0.2517 0.2374
H 0.1153 -4.1036 -3.6521
C 4.4984 -2.0352 1.0050
O 0.5172 1.2072 2.1209
O -0.2166 -2.8072 0.3770
H 0.6807 -4.9343 5.1503
C -4.2126 0.4790 4.9929
C -2.6352 -2.1568 -3.2854
C 0.0554 -2.1156 -2.8097
C -2.9420 0.0598 4.6317
C -1.1599 -0.3851 2.9157
C 3.1302 -1.5585 0.6379
C 0.1788 2.3996 -2.6565
H 1.1201 -2.0938 -2.5961
N 2.8564 -0.3390 0.3654
C -3.4793 0.4238 2.3198
N 1.3252 2.3160 -2.6136
H 3.5880 1.3603 0.1038
C -4.0370 -2.0687 -3.4828
C -4.0563 0.1334 -2.5599
H 2.2490 -4.2409 1.8518
C -2.7076 0.0997 -2.3436
Br -4.9868 -3.5122 -4.2522
C -1.4749 -2.7320 3.7511
H -5.8047 -0.9011 -3.2900
H 3.1753 -4.3352 0.3478
H 2.1614 -2.9569 4.9979
H -1.6590 -4.7786 4.3512
H 4.9370 -2.5868 0.1703
Se -1.6559 2.5589 -2.7512
O 3.9354 0.5262 0.4421
O -0.1255 1.2906 4.2608
H 5.1519 -1.2091 1.2605
H -2.2261 -0.2290 5.3901
C -4.7530 0.8424 2.6838
H 4.4274 -2.7260 1.8453
Br -5.0383 1.6736 -2.1105
C 2.0173 -2.5343 0.5808
H -5.4547 1.1513 1.9187
C -1.8539 -3.2818 -3.6325
H -2.3343 -4.1439 -4.0734
H -3.1951 0.4074 1.2758
H 1.3215 -0.8491 4.0569
N 0.8374 -2.0419 0.4027
C -1.9609 -1.0550 -2.7028
H -1.1456 -1.6591 1.2271
O -2.0835 1.1388 -1.7090
H 1.4032 -4.5398 0.3430
C -4.7377 -0.9569 -3.1336


[4]
8
Properties=species:S:1:pos:R:3 method="wB97M-V/def2-TZVPD" e_homo_ev="-9.94 / -9.94" total_charge=0 energy_ev=-77728.853 e_above_lowest_kcal_mol=103.34 smiles="C=C(Br)[N+](=O)[O-]" orbital_gap_ev="8.385 / 8.385"
N -2.1507 -1.7036 0.0095
C -0.2677 0.1730 -0.1439
H 0.6199 -0.4077 -0.4513
C -1.6855 -0.3317 0.0841
O -1.3056 -2.5587 0.2019
O -3.3719 -1.9102 -0.1814
Br -3.0964 0.8663 0.0236
H -0.0885 1.2544 0.0088


[5]
14
Properties=species:S:1:pos:R:3 method="wB97M-V/def2-TZVPD" e_homo_ev=-8.79 total_charge=0 energy_ev=-8368.628 e_above_lowest_kcal_mol=107.32 orbital_gap_ev=9.726
C 0.1325 -0.0081 0.7421
H 1.7566 -1.4434 0.7683
H -2.5990 -0.1117 -1.3725
O -0.0602 1.3862 0.6239
H -0.0012 1.0512 -1.1713
H 2.0326 -0.0593 -0.3142
O -0.4746 0.2778 -1.5860
C 1.6086 -0.3637 0.6496
H 2.1679 0.1474 1.4385
C -1.8550 0.3151 -0.7020
C -0.7247 -0.5739 -0.4036
H -0.2789 -0.3825 1.6923
H -1.0596 1.3930 0.3033
H -0.6451 -1.6282 -0.6685


[6]
22
Properties=species:S:1:pos:R:3 method="wB97M-V/def2-TZVPD" e_homo_ev=-9.61 total_charge=0 energy_ev=-12018.574 e_above_lowest_kcal_mol=3.48 smiles="CC[C@@H](C)[C@@H](N)C(=O)O" orbital_gap_ev=10.340
H -2.3448 -0.2989 0.8092
H 0.5839 -1.2953 -0.2576
H 0.8882 1.1714 -2.0227
C 0.2548 -0.2941 -0.5653
H -0.2754 1.5029 0.5023
H 0.9298 -0.5012 -2.6008
H 1.7525 0.2463 2.3993
C -1.2048 -0.3775 -1.0420
C 1.8074 1.2267 0.8215
C 1.1187 0.1458 -1.7461
H -0.1395 -1.0264 1.7706
C 0.3814 0.6396 0.6620
N 0.0616 -0.0448 1.9210
O 2.2894 2.0132 0.0563
H -0.7263 0.3705 2.4010
C -2.1971 -0.9604 -0.0411
H -3.1641 -1.0966 -0.5207
O 2.4244 0.7893 1.9090
H 2.1762 0.0921 -1.5078
H -1.5322 0.6248 -1.3263
H -1.2224 -0.9964 -1.9412
H -1.8616 -1.9312 0.3194


[7]
9
Properties=species:S:1:pos:R:3 method="wB97M-V/def2-TZVPD" e_homo_ev=-4.39 total_charge=-1 energy_ev=-35437.429 e_above_lowest_kcal_mol=44.48 orbital_gap_ev=7.534
C 1.9799 0.4942 0.1771
F 2.5529 1.2041 -0.7617
H -0.5956 0.0409 0.3254
N 0.1512 0.4285 -0.4239
Cl 2.6631 -1.1179 0.2748
O -1.4813 -0.0152 -1.7420
O 0.4946 -0.8824 -2.4220
C -0.2640 -0.2674 -1.7317
Cl 2.0881 1.2123 1.7372


[8]
144
Properties=species:S:1:pos:R:3 method="wB97M-V/def2-TZVPD" e_homo_ev="-9.16 / -8.84" total_charge=0 energy_ev=-232833.397 s2=0.76 spin_multiplicity=2 orbital_gap_ev="8.660 / 6.308"
H -9.9477 2.8391 -14.5659
H -5.6554 2.5370 -5.8472
H -6.8052 2.9651 -9.5475
H -8.8025 7.1408 -1.6196
O -4.2919 -0.0614 -6.6135
C -9.8667 0.2066 -8.2547
C -6.0451 4.8377 -2.8806
H -3.1836 -2.4122 -7.3217
H -10.1139 4.5061 -14.1087
O -10.6988 -1.9910 -7.2890
O -9.2739 2.1801 -10.6360
H -3.1812 7.7848 -8.9602
C -8.0796 2.1408 -3.9778
H -9.4491 -0.2152 -9.1671
H -1.8992 -6.1978 -8.6224
S -3.4460 0.2058 -11.3397
O -7.0090 -0.3914 -2.0574
H 3.0646 -0.3967 -8.2858
H -5.8026 2.5587 -10.8878
S -9.8071 -0.7757 -6.8067
O -4.6738 -0.4787 -11.5074
H -1.7211 0.2568 -5.3335
C -2.1713 7.5316 -9.2836
O -0.7943 -2.3921 -8.5317
H -2.2806 -5.9125 -11.6522
O 0.3176 1.5674 -9.4227
C -4.7435 0.4429 -3.0327
H -3.6073 -4.1569 -7.5796
H -9.8603 -2.3911 -9.1185
H -3.7964 4.1291 -9.5889
O -5.0061 7.1993 -2.2694
H -3.9421 4.4578 -6.3595
O -6.8322 1.4442 -7.0150
H -8.3386 7.5284 -6.7810
H -2.0147 4.2919 -9.6284
H -11.2709 -4.4966 -7.4919
H -6.9964 4.3505 -2.7002
C -2.4999 -0.5486 -10.0647
H -7.0033 3.9777 -10.9759
C -1.5867 -5.8668 -9.6109
H -1.1690 1.9620 -5.1176
O -3.9013 7.0315 -6.5462
H -1.8197 8.4250 -9.8002
S -6.4920 0.2132 -3.2262
H -8.8328 9.0888 -3.0870
H -7.6509 6.0047 -8.6010
H -6.2152 6.9684 -8.2014
H -9.0705 8.0981 -4.5261
Cu -6.3158 -0.6244 -6.7913
O -8.0637 2.2062 -12.7723
H -2.1445 -1.4987 -10.4596
H -8.2495 4.3153 -12.4522
C -10.0584 -2.9297 -8.1853
H -5.5530 2.9540 -7.5334
O -2.6216 0.4186 -12.4856
O -1.8969 6.9439 -5.0919
O -7.2594 7.0553 -2.9912
S -1.4564 -3.6274 -8.2605
C -9.8701 3.5167 -13.7156
C -1.2825 7.1472 -8.1171
H -9.4360 4.7657 -8.3167
H -2.1899 6.6953 -9.9816
H -2.5167 -7.4033 -10.7337
H -3.0722 -0.5606 -9.1438
C -2.7903 2.6710 -10.8857
H -0.8538 -0.0805 -7.3889
H -2.2281 4.1014 -5.8094
H -9.1700 6.0369 -2.9293
C -9.3184 2.0665 -3.1171
O -6.8789 1.7504 -3.2693
H 2.4657 -0.3675 -9.9203
O -6.7775 -0.3726 -4.5042
H -3.0312 3.1650 -11.8251
H -3.4686 4.7369 -4.6372
H -4.6666 1.2165 -2.2747
H -11.9987 -3.6338 -8.8538
O -10.5483 -0.1182 -5.7992
C -0.5537 0.8944 -7.0007
O 2.4870 2.2664 -8.4901
H -8.2659 1.5564 -4.8779
O -8.1791 5.7345 -5.7255
H -9.5024 2.9110 -2.4494
H -0.0904 0.6178 -4.9471
O -1.4894 -4.4233 -9.6235
H -10.6787 -4.7750 -9.1382
C -3.1332 4.6830 -5.6689
O -8.4860 -1.2621 -6.5427
H 1.4526 -1.1113 -8.6097
H -4.3564 0.7911 -3.9891
C -9.2403 8.1464 -3.4475
H -0.3319 6.8052 -8.5266
H -3.5726 -5.9963 -10.4533
S -2.7167 6.3614 -6.1018
O -0.9640 -4.4787 -7.2395
O -1.8091 6.0409 -7.3637
H -9.3493 1.1387 -8.0561
C -11.0649 -4.0220 -8.4537
C -5.6511 2.0775 -6.8631
S -6.1614 6.4058 -2.0632
H -9.1100 -3.2967 -7.8016
O -6.6325 6.1297 -0.7490
H -1.0330 7.9817 -7.4599
H -10.3320 8.2075 -3.4494
H -3.6401 -3.0082 -8.9515
S -8.0077 1.8621 -11.2318
S -9.6472 5.1907 -6.0105
H -9.3802 1.1378 -2.5523
H -10.6048 3.2007 -12.9776
H -3.5208 1.8571 -6.7413
O -10.0196 4.3919 -4.8963
H -10.1749 2.1234 -3.7909
H -1.7838 2.2551 -10.9424
O -7.4730 0.5570 -11.0965
C -3.1645 -3.2598 -8.0081
C -6.7745 2.9736 -10.6371
C -9.3941 4.1567 -7.4199
C 2.1540 -0.3265 -8.8768
H -1.5582 0.0007 -9.9900
H -8.4917 3.5525 -7.3341
C -0.9358 0.9861 -5.5380
C -6.9389 6.2520 -7.8144
H -1.0438 1.6622 -7.5950
O -3.7312 1.6031 -10.6128
S 1.4649 1.2868 -8.6146
C -2.8459 3.5946 -9.6974
H -5.7914 5.0048 -3.9242
H -4.3309 1.1002 -8.1514
H -10.2595 3.4936 -7.4406
H -10.9228 0.3654 -8.4666
H -7.7962 3.7268 -14.0280
H -5.2339 4.2830 -2.4105
H -4.3405 -0.5347 -2.7894
H -7.9152 3.1574 -4.3267
H -6.7970 7.1704 -5.9211
O 0.8849 1.0242 -7.1429
O -10.4696 6.2907 -6.3937
C -8.6686 6.9766 -2.6902
C -2.5545 -6.3153 -10.6777
H -2.8407 3.0282 -8.7589
H -6.3652 5.3526 -7.5675
C -7.5944 6.7699 -6.5443
H -0.6027 -6.2764 -9.8371
C -8.4637 3.5414 -13.1840
C -4.3746 1.2341 -7.0555


[9]
69
Properties=species:S:1:pos:R:3 method="wB97M-V/def2-TZVPD" e_homo_ev=-9.85 total_charge=+1 energy_ev=-205220.361 orbital_gap_ev=7.084
C 3.0977 -0.9179 -3.5330
H -5.7977 0.9809 -0.4643
C -3.9962 -1.6392 1.6142
C -0.1146 3.0249 1.9715
C 2.2500 3.5889 -2.8365
H 0.7408 2.5538 2.4396
C 1.0075 -2.1216 -3.5762
C 2.1011 -1.5802 -4.2387
C -5.3055 0.2325 0.1400
H -0.2784 0.6656 -2.9981
C -1.6732 3.2381 0.1450
N -3.2871 -0.8442 0.7571
C -2.3075 4.2766 0.8020
C -3.8674 -3.4289 3.2053
H -5.7419 -4.0050 4.0718
Br -7.8570 -2.3558 2.9745
C 5.6886 -2.7721 1.9861
C -3.2102 -2.5759 2.3165
C -5.2455 -3.3391 3.3797
O -1.9153 -2.6071 2.1022
C 2.9982 -0.7926 -2.1584
H 6.6179 -3.1728 2.3682
C 0.4258 1.4876 -2.9680
Br -2.8274 -4.6784 4.1353
O 0.6043 -1.9424 0.8643
C 1.8554 3.0748 -4.0660
C 0.8984 -1.9927 -2.2003
H -0.3874 4.4017 3.5886
H 2.0202 3.4626 -0.7052
H 0.2444 -2.6495 -4.1324
C 1.7341 3.0542 -1.6692
H 6.2434 -0.7339 2.3577
C 1.8903 -1.3187 -1.4959
P 1.7657 -1.1717 0.2904
C -0.5826 2.5968 0.7342
C 0.8277 1.9978 -1.7381
C -1.8458 4.6917 2.0454
P 0.1701 1.2790 -0.2344
H 2.4856 1.1724 0.4401
H 1.4116 0.6515 1.7740
H 2.2596 3.4946 -4.9778
H -3.3266 0.6424 -0.6373
C -0.7497 4.0706 2.6247
H 3.7818 -0.2971 -1.5944
C -3.9377 0.0619 0.0363
H 2.1850 -1.6862 -5.3126
C 4.2952 -0.8814 1.4824
C 5.4819 -1.4006 1.9759
Pt -1.3737 -1.2588 0.7820
C 4.7057 -3.6315 1.5115
H -7.1207 -0.4167 1.0759
H -2.3363 5.5080 2.5584
H -3.1542 4.7714 0.3454
H 4.8675 -4.7007 1.5317
C -5.9974 -2.4159 2.6856
C 1.5901 0.6059 0.6976
C -5.3986 -1.5240 1.7680
C 3.5194 -3.1199 1.0164
H 0.6363 1.6392 -5.0939
C -6.0508 -0.5516 1.0035
H 4.1425 0.1906 1.4885
C 3.3130 -1.7408 0.9997
O -0.8074 0.1838 -0.6208
H 2.7415 -3.7822 0.6549
H -2.0092 2.9313 -0.8397
H 3.9555 -0.5135 -4.0535
H 2.9533 4.4098 -2.7940
H 0.0524 -2.4114 -1.6698
C 0.9435 2.0311 -4.1335


[10]
95
Properties=species:S:1:pos:R:3 method="wB97M-V/def2-TZVPD" e_homo_ev=-6.50 total_charge=-1 energy_ev=-76169.960 e_above_lowest_kcal_mol=229.32 orbital_gap_ev=6.675
C 15.5683 -26.6036 -3.6024
H 22.9861 -25.2508 -1.9547
N 22.8654 -24.5891 -4.0517
N 16.1350 -26.7676 -4.7357
O 19.8632 -20.7972 -1.2395
O 24.4740 -23.2210 -3.7361
H 18.2600 -23.2730 -4.8648
N 14.3301 -26.8008 -3.7394
H 26.7729 -27.3155 -3.5999
N 24.4068 -23.6711 3.2139
O 19.5421 -26.7377 2.0259
N 16.4594 -21.6970 -1.9732
N 23.6972 -24.5745 -2.1937
H 22.7706 -28.1476 3.3392
H 16.0620 -21.5846 -2.8949
H 23.5333 -27.7974 -3.6328
N 17.6901 -22.5253 -5.2338
O 17.4167 -25.4003 -7.5918
C 16.3532 -20.8311 -1.0295
C 23.5509 -28.5563 1.5669
O 23.8432 -29.7056 1.7413
N 23.9438 -27.8192 0.5116
H 19.1924 -20.3878 -1.7860
O 21.4971 -25.6762 -0.3154
H 22.4634 -33.2206 -3.4533
H 16.0522 -25.1145 -0.8403
O 18.9301 -25.6900 -4.9597
N 21.8694 -30.4136 -4.5887
O 22.5460 -30.8695 -2.6040
H 22.5996 -25.4932 -3.6883
N 22.3068 -32.4812 -4.1232
O 24.8231 -23.7783 1.0171
H 16.8106 -26.0865 -7.8709
C 24.0722 -23.8683 2.0017
C 25.1718 -27.3516 -4.7179
H 17.6042 -25.6037 -6.6755
H 14.1472 -27.1816 -4.6568
H 22.3236 -32.6365 -5.1211
N 22.9349 -27.7734 2.4156
H 25.2606 -27.7094 -2.7960
H 21.6529 -29.4727 -4.2922
N 16.6601 -21.3777 0.0952
H 24.6143 -28.2262 -0.1247
N 23.9795 -27.8809 -4.5350
N 17.0153 -20.7700 -5.9141
H 17.1419 -26.7900 -4.8109
O 25.6055 -27.0689 -5.8129
H 18.8772 -27.6569 -1.9042
H 17.1705 -22.3208 -1.6192
H 16.9096 -24.1615 -0.0349
O 15.9074 -19.7184 -1.0854
C 20.4762 -26.7739 -3.4157
C 19.4313 -25.5936 -3.8020
H 19.6036 -21.7172 -1.1898
H 16.3834 -22.3448 0.0045
O 16.1303 -26.1633 -2.6579
H 23.3143 -27.1448 0.1005
H 16.0834 -21.0250 -5.6198
C 20.7420 -25.6953 -1.3310
H 23.0518 -26.7790 2.2825
H 19.0827 -23.2886 1.0808
Li 19.8002 -27.2369 -5.9369
C 22.2757 -31.2508 -3.7017
O 19.1988 -21.0154 -5.8146
H 20.0746 -22.9020 2.1571
C 23.7314 -24.0769 -3.3663
O 20.7372 -27.5770 -4.3383
H 17.1256 -19.7695 -5.9974
H 22.4102 -24.6636 2.7760
H 22.6788 -24.2668 -4.9905
O 19.3628 -23.6090 -0.8885
O 16.0136 -24.4879 -0.1177
H 16.5196 -20.6968 0.8278
H 25.3347 -23.2752 3.2615
H 23.8209 -23.8171 4.0235
H 20.0537 -26.6518 1.2214
H 22.4850 -24.5959 1.0460
H 19.5658 -25.8656 2.4197
C 19.7574 -24.5901 -1.7118
H 21.8511 -27.3695 -1.8672
H 23.5069 -28.0919 -5.4023
O 19.1559 -23.1348 2.0227
O 18.1502 -27.6910 -1.2825
N 25.7715 -27.4443 -3.6259
H 17.4160 -27.2922 -1.7496
H 24.5032 -24.3416 -1.6313
H 16.7716 -22.7807 -5.5674
N 22.9028 -24.3822 1.9404
H 15.5513 -27.2112 -5.4304
C 19.1295 -24.5422 -2.8513
H 13.8543 -26.8751 -2.8516
C 18.0836 -21.3863 -5.5761
C 21.0129 -26.7361 -2.1174
H 21.9260 -30.5770 -5.5838
H 18.2683 -23.9209 -3.0476


[11]
11
Properties=species:S:1:pos:R:3 method="wB97M-V/def2-TZVPD" e_homo_ev=-4.50 total_charge=-1 energy_ev=-24682.822 e_above_lowest_kcal_mol=2.34 orbital_gap_ev=7.974
O -0.3242 -2.5014 -0.8695
N -1.1426 0.8295 -0.9267
H -0.2030 0.8046 1.8387
Cl -1.7559 -1.1225 1.3231
N 0.7417 1.5421 0.0966
O 1.2511 -0.9497 -1.1674
N -0.2980 1.6699 -0.8691
H 1.5658 1.0956 -0.2312
C -0.4351 -0.4782 0.4360
C 0.2274 -1.4440 -0.6538
N 0.3728 0.5541 1.0235